Entry 1:
Formula: C12H19NO2
Source: the Open Molecules 2025 dataset
Level of theory: ωB97M-V with the def2-TZVPD basis set

XYZ file:
```
34
Properties=species:S:1:pos:R:3:forces:R:3:nbo_charge:R:1
C -3.044681 0.563137 0.766224 -3.1722 -2.9786 -1.2634 -0.61
C -2.112058 -0.224490 1.741287 -2.9620 1.3205 -1.5583 -0.24
N -1.059303 -0.774319 0.976770 2.3645 -3.3517 -1.7058 -0.47
C 0.086763 -1.286164 1.748043 -0.9730 -0.5881 -0.8460 -0.43
C -1.487634 -1.723853 -0.092713 -1.8777 4.4408 -4.7210 0.68
C -1.454617 -3.278369 -0.550702 -1.9384 0.6952 5.1403 -0.69
O -2.022853 -1.031720 -1.056308 2.0782 -3.5087 2.9806 -0.60
H -3.940458 1.055035 1.133522 -0.2461 -0.4357 1.3103 0.21
H -3.504415 -0.123415 -0.089668 1.2362 1.8462 1.8115 0.24
H -2.594747 1.424435 0.394989 1.5113 1.0791 -1.0353 0.18
H -1.922323 0.648509 2.353083 1.4034 -0.6441 0.9356 0.23
H -2.624648 -1.047102 2.233484 -0.4981 0.3393 0.7347 0.17
H 0.995163 -1.318095 1.041205 -1.4228 -0.9139 1.2771 0.24
H 0.290334 -0.509663 2.422178 0.5964 1.0830 1.1725 0.21
H -0.326180 -2.144607 2.382491 1.5377 0.3797 -0.9341 0.18
H -0.720274 -3.548286 -1.198200 1.5210 0.2037 -2.9483 0.24
H -1.241139 -4.070920 0.182218 0.2714 0.7106 1.0147 0.21
H -2.512451 -3.540402 -0.680580 0.4395 0.5050 -1.2105 0.25
C 3.864169 -0.076543 0.641905 -0.9495 -2.4949 -0.9795 -0.63
C 2.704718 0.458033 -0.185303 2.1139 2.7585 3.0957 -0.01
C 1.998711 -0.101999 -1.206774 -0.9758 2.5225 0.1826 -0.27
C 0.834788 0.556020 -1.670348 -0.6058 -1.2588 0.8707 -0.21
C 0.265047 1.596442 -0.940120 2.7587 0.2261 -1.3918 0.27
O -0.821295 2.344339 -1.311522 -3.3799 -2.9412 1.3345 -0.70
C 1.166506 2.196822 -0.067638 -1.5707 1.2802 0.8097 -0.23
C 2.371949 1.737792 0.332046 -0.3164 -1.3646 0.1839 -0.22
H 4.408980 0.633338 1.265179 0.1651 0.2573 -0.8442 0.22
H 4.456630 -0.674939 -0.107127 0.1397 0.1838 1.5569 0.22
H 3.346268 -0.700001 1.441006 0.9403 -0.0267 -1.0677 0.21
H 2.492852 -0.747796 -1.837539 0.5873 -2.1770 -1.0394 0.21
H 0.315117 0.039675 -2.450063 -0.4075 0.2114 -0.6230 0.22
H -1.642928 1.720977 -1.016381 2.5473 2.1520 -1.4061 0.50
H 0.781370 3.068853 0.386739 -0.2881 1.1946 0.3956 0.21
H 2.949184 2.252731 1.153255 -0.6279 -0.7057 -1.2327 0.21
```
Forces are in eV/Å.

Computed properties:
highest occupied orbital energy: -0.3055 Eh
relative energy (zero: lowest compared OMol25 entry of this formula, charge and spin): 4.9711 eV
lowest unoccupied orbital energy: 0.02489 Eh
structure (SMILES): CCN(C)C(C)=O.Cc1ccc(O)cc1

Entry 2:
Formula: C12H20AsBN6O2S7Tc
Source: the Open Molecules 2025 dataset
Level of theory: ωB97M-V with the def2-TZVPD basis set

XYZ file:
```
50
Properties=species:S:1:pos:R:3:forces:R:3:nbo_charge:R:1
Tc -17.310521 1.438422 2.119287 0.5422 0.4204 -0.8255 -0.06
C -21.606003 3.210941 1.573642 -1.3049 -0.3847 0.1346 -0.42
N -21.091755 3.323074 2.934330 -0.9851 0.0184 0.6785 -0.30
C -21.794854 3.211523 4.144505 -0.5633 0.1981 -1.4709 -0.02
C -20.916821 3.321194 5.152514 0.2881 -0.3344 0.2513 -0.03
N -19.663964 3.418884 4.582186 0.6052 0.1937 0.8316 -0.43
B -18.251195 3.435988 5.331764 0.1533 -0.6335 -0.6294 0.19
N -17.916869 2.023185 5.986237 -0.5340 -0.0699 0.2483 -0.44
C -17.964446 1.915445 7.357034 0.2382 -0.7426 -0.1281 0.00
C -17.493463 0.680025 7.724641 0.2165 0.5668 -0.8650 -0.02
N -17.143582 0.062260 6.545257 0.6130 -0.6912 0.6676 -0.28
C -16.416699 -1.236621 6.460260 -0.6248 1.1058 1.3321 -0.40
C -17.441875 0.856093 5.498011 -0.4617 0.5993 0.9891 0.18
S -17.615247 0.120247 3.942167 -0.2262 0.7233 -0.8958 0.20
C -19.832378 3.470087 3.272424 2.0301 -0.1789 -0.2761 0.26
S -18.380040 3.733612 2.211687 -0.9439 -1.0408 0.2795 0.42
H -22.726442 3.240199 1.585778 1.1165 -0.3239 0.0640 0.27
H -21.184112 2.315844 1.112948 -0.6348 -0.0664 0.1444 0.22
H -21.289265 4.034481 0.978997 0.2897 0.8843 -0.3157 0.24
H -22.860198 3.116299 4.127870 -0.2745 -0.0402 0.0857 0.26
H -21.134801 3.315626 6.218635 0.4013 0.0130 -0.3552 0.27
H -18.310604 4.138389 6.262939 -0.0075 0.6679 0.1526 0.00
H -17.374701 3.637633 4.502158 -0.4993 0.2929 0.4704 -0.05
H -18.336971 2.697162 7.990283 0.0725 0.2290 -0.0560 0.27
H -17.341992 0.253612 8.707490 0.0396 -0.0542 -0.2576 0.27
H -16.657139 -1.765233 7.378935 0.1818 -0.1615 -0.0871 0.25
H -15.349347 -1.102646 6.353337 0.1608 0.2338 0.0347 0.24
H -16.822556 -1.735825 5.636258 -0.3929 -1.0583 -1.1452 0.21
S -14.494309 3.206208 -2.002300 0.0590 -0.1229 -0.0001 -0.16
As -15.283468 4.124942 -0.451050 -0.0768 0.4970 0.0333 0.78
S -15.611797 2.277381 3.114667 1.6040 0.3630 -0.1699 0.27
S -18.651115 2.427060 0.609487 -0.0751 0.4515 0.2196 0.08
S -14.946371 2.231950 1.117462 -1.2685 -0.7487 0.8363 -0.11
S -17.356480 -0.350750 0.674606 0.1445 -0.5933 0.4905 0.10
C -17.961298 -1.762928 1.583800 0.3768 -0.2112 -0.0957 0.38
N -17.019212 -2.572200 2.109945 -2.0003 1.2968 -0.9721 -0.54
C -17.329053 -3.927929 2.529656 0.6756 -0.5222 -0.4918 -0.22
C -18.667729 -4.336416 1.951474 1.1135 -0.1079 -0.1224 -0.44
C -19.692044 -3.287279 2.251279 -0.8095 -0.2747 -0.7547 -0.24
N -19.269759 -2.014153 1.661202 1.9973 -0.6530 0.6286 -0.53
H -16.063841 -2.338285 1.920116 0.3050 0.2568 -0.0960 0.44
H -17.305277 -3.967799 3.596192 -0.1110 -0.1272 0.8540 0.21
H -16.486261 -4.528280 2.159964 -0.4494 -0.1564 0.1228 0.25
H -18.952168 -5.266537 2.394743 -0.2864 -0.6228 0.2171 0.27
H -18.528739 -4.499854 0.880236 -0.3183 0.0680 -0.0111 0.24
H -19.841593 -3.176482 3.313118 -0.1499 0.1029 0.4086 0.22
H -20.628716 -3.582669 1.773101 -0.0456 0.2345 0.2334 0.26
H -19.936361 -1.448460 1.185636 -0.1584 0.5064 -0.3759 0.44
O -12.080200 1.338969 5.810964 0.8228 0.9743 0.3243 -0.04
O -11.316140 2.229680 6.118335 -0.8451 -0.9774 -0.3353 0.04
```
Forces are in eV/Å.

Computed properties:
highest occupied orbital energy (alpha / beta): -0.5723 / -0.5723 Eh
relative energy (zero: lowest compared OMol25 entry of this formula, charge and spin): 0.4991 eV
lowest unoccupied orbital energy (alpha / beta): -0.41834 / -0.41945 Eh
net charge: +3

Entry 3:
Formula: C12H20B2F3I2NO10PS3
Source: the Open Molecules 2025 dataset
Level of theory: ωB97M-V with the def2-TZVPD basis set

XYZ file:
```
54
Properties=species:S:1:pos:R:3:forces:R:3:nbo_charge:R:1
C 1.799881 0.358006 -0.412064 -0.0614 -0.2747 -0.4594 -0.22
C 1.010605 0.150439 -1.328593 -1.7133 0.2555 2.2972 -0.07
C -0.357901 -0.240070 -2.045773 2.2548 -0.3800 0.4122 -0.11
P -0.638201 1.126966 -3.327569 -0.0248 0.5570 -2.4977 1.19
N 0.555999 2.411251 -3.084002 -1.5303 -0.9866 0.7564 -1.14
O -2.174553 1.857208 -3.087314 1.4866 -0.2651 0.1274 -0.97
O 0.023822 -1.478456 -2.673830 -0.5415 1.8343 -0.3905 -0.72
B 0.007106 -2.569702 -1.653122 -1.6169 0.3839 -0.7143 0.32
S 1.716230 -3.191968 -1.013587 0.7654 -0.0206 1.2536 -0.34
B -0.535641 -3.966313 -2.448441 -0.5284 -0.0913 -0.8003 1.00
O -0.115650 -4.108931 -3.820897 -1.3182 -0.4803 0.8018 -0.97
O -1.361342 -4.981289 -1.846596 1.8808 -0.3785 -0.2488 -0.78
C -0.576232 -5.873335 -1.025106 0.0771 -0.3919 1.0478 -0.26
O -0.912833 -1.971005 -0.638612 -0.7970 1.6653 1.8880 -0.72
C -1.548727 -0.763977 -1.089004 2.4371 -3.5903 -1.3520 0.01
C -2.861176 -1.390072 -1.770769 -1.5174 0.1613 2.0974 -0.17
I -3.268984 -1.302554 -3.894605 0.5795 0.1557 1.0457 0.19
C -3.811984 -2.068610 -1.015434 0.3053 0.5843 -2.4743 -0.14
C -5.108880 -2.666436 -1.728923 -0.0175 -0.0383 1.3288 -0.68
I -3.689475 -2.406516 1.100710 -0.1126 0.0391 -1.2593 0.18
S -1.879790 0.584995 0.143625 -4.1967 4.5774 -1.4565 1.96
O -1.283839 1.897884 -0.205426 0.9206 -2.7472 0.5185 -0.90
O -3.348475 0.812947 0.168924 2.2067 -1.6744 0.5277 -0.91
C -1.378706 0.227953 1.907950 1.6812 -0.2749 2.6066 0.77
F -0.399923 1.168495 2.267645 -1.9182 -1.6520 -0.5967 -0.32
F -2.463070 0.415029 2.738997 1.8868 -0.3130 -1.4383 -0.30
F -0.829930 -1.009537 2.147224 -1.0517 2.0735 -0.4745 -0.30
H 2.552804 0.445020 0.416403 -1.1951 -0.0624 -1.5307 0.27
H 1.460104 1.998530 -3.340765 -0.4040 0.3165 0.3482 0.39
H 0.544376 2.748158 -2.113888 0.4275 -0.1757 -0.3412 0.38
H -2.486679 2.116981 -3.980435 0.3761 -0.4140 0.7857 0.49
H 1.531658 -3.267961 0.357730 -0.0803 0.2201 -1.0557 0.14
H -0.508033 -3.414602 -4.380137 0.6305 -0.0798 0.5653 0.50
H 0.279362 -6.359192 -1.589449 -1.0189 0.4918 0.4503 0.17
H -0.104049 -5.334586 -0.136612 -0.6280 -0.5060 -1.1523 0.18
H -1.244441 -6.685707 -0.583034 0.6907 1.0180 -0.8039 0.17
H -5.774744 -1.825145 -2.111163 1.0738 -1.0453 0.2251 0.23
H -4.817936 -3.397931 -2.537495 -0.3097 0.9769 0.7950 0.24
H -5.740314 -3.226230 -0.969210 0.9041 0.6160 -0.8262 0.22
O 2.581835 1.866478 2.353592 0.5855 0.2388 0.0939 -0.93
S 2.804011 3.276949 2.210125 -0.7664 0.5027 -0.0332 2.37
O 3.955581 3.797296 1.530218 -0.0146 -0.4211 0.1952 -0.93
O 2.701958 3.970297 3.662608 -0.2670 -0.0745 -0.4690 -0.72
C 3.531176 3.470535 4.713251 0.6325 -0.2128 0.5108 -0.08
C 4.968835 3.932699 4.563040 0.1803 -0.0374 -0.2597 -0.64
C 1.358229 4.012232 1.508201 -0.0312 0.0938 0.1473 -0.88
H 3.469494 2.380169 4.766304 -0.0867 0.0519 -0.1687 0.20
H 3.124886 3.862100 5.647933 -0.2475 0.0594 -0.2416 0.19
H 5.434607 3.487920 3.681983 -0.0329 0.0142 0.0634 0.23
H 5.558666 3.647154 5.436615 -0.1048 0.0134 0.0233 0.21
H 5.014742 5.016887 4.440467 -0.0376 -0.0540 0.0850 0.21
H 0.483045 3.656353 2.048123 0.0594 -0.0496 -0.0671 0.26
H 1.305552 3.707868 0.463110 0.0644 -0.1387 0.0958 0.27
H 1.446942 5.095331 1.577078 0.0640 -0.0705 0.0182 0.24
```
Forces are in eV/Å.

Computed properties:
highest occupied orbital energy: -0.1566 Eh
lowest unoccupied orbital energy: 0.07298 Eh
net charge: -1

Entry 4:
Formula: C12H20CaN3O
Source: the Open Molecules 2025 dataset
Level of theory: ωB97M-V with the def2-TZVPD basis set

XYZ file:
```
37
Properties=species:S:1:pos:R:3:forces:R:3:nbo_charge:R:1
C -1.194139 2.014978 -2.817334 -0.5537 1.2118 0.8044 -1.40
Ca 0.036719 0.202682 -3.302760 0.4641 0.6618 0.3513 1.37
N 1.231909 -1.471811 -4.155437 1.4731 -1.9347 -0.5283 -1.12
H 0.022485 0.949787 -4.918968 1.3339 1.3715 -2.9133 -0.74
H 2.207112 -1.199193 -4.193113 0.1013 -0.1153 -0.1479 0.36
H -1.474727 -0.172139 -4.184776 -2.2443 -1.6673 -0.8631 -0.71
H -1.613886 2.482124 -3.686666 -0.1915 0.3712 -0.3774 0.20
H -0.399958 2.603090 -2.357512 0.2784 0.6855 0.3967 0.13
H -1.933391 1.681487 -2.105223 -0.4376 0.0388 0.4760 0.16
H 1.150585 -2.315081 -3.598118 0.0890 -0.1543 -0.0641 0.36
H 0.932232 -1.686214 -5.101034 -0.2286 0.3249 0.0383 0.41
C 1.366600 0.603142 3.083539 -0.0748 0.1106 -0.1432 -0.41
N 1.217623 0.550328 1.637133 0.1857 0.1523 1.6812 -0.19
N 0.179546 -0.103284 0.983001 -0.3276 -0.4089 -0.5940 -0.26
C 0.409403 0.050664 -0.370916 -1.3414 -0.2424 -3.0776 0.60
O -0.351974 -0.364724 -1.309454 1.4306 -0.3017 4.9861 -0.71
C 1.626876 0.823160 -0.529917 -0.7083 -0.7113 0.4072 -0.40
C 2.071419 1.081430 0.733570 -0.7364 -0.3648 -1.7932 0.23
C 3.282819 1.831907 1.044480 0.9057 0.5825 0.4846 -0.65
C -0.976809 -0.770872 1.524215 -0.2391 -0.0180 0.3989 0.21
C -1.593965 -0.360094 2.714109 -0.0578 0.2823 0.2073 -0.27
C -2.745528 -0.992264 3.191815 0.0642 -0.2138 -0.2315 -0.21
C -3.315157 -2.049298 2.485379 0.1580 0.0918 -0.0365 -0.22
C -2.721055 -2.468872 1.293469 0.0477 0.3098 0.3629 -0.20
C -1.571774 -1.838048 0.818138 0.3710 -0.2270 -0.2395 -0.22
H 0.619778 1.266610 3.537073 0.0664 -0.3166 -0.0279 0.20
H 2.335728 1.047437 3.329213 -0.0842 -0.2010 -0.3202 0.22
H 1.331329 -0.400414 3.521641 -0.1556 0.2056 -0.0329 0.21
H 2.031712 1.111476 -1.503082 -0.0626 0.0237 0.6923 0.24
H 3.035021 2.727078 1.627311 0.2327 -0.1072 0.0175 0.23
H 3.988474 1.206148 1.604207 -0.0054 0.2502 0.0362 0.22
H 3.782295 2.157818 0.115103 -0.3797 -0.2222 0.4387 0.25
H -1.225479 0.483199 3.298554 -0.0211 -0.2449 -0.3608 0.21
H -3.212554 -0.647218 4.117592 0.2303 -0.0460 -0.3066 0.21
H -4.215759 -2.536507 2.856472 0.1939 0.1146 -0.0937 0.21
H -3.165682 -3.296844 0.736357 0.2576 0.3350 0.0697 0.22
H -1.147816 -2.201682 -0.118066 -0.0341 0.3738 0.3023 0.26
```
Forces are in eV/Å.

Computed properties:
highest occupied orbital energy (alpha / beta): -0.0263 / -0.0263 Eh
relative energy (zero: lowest compared OMol25 entry of this formula, charge and spin): 1.6651 eV
lowest unoccupied orbital energy (alpha / beta): 0.07481 / 0.07481 Eh
net charge: -1